Entry 1:
Below is the molecule C3H6N2, with properties calculated with wB97M-V/def2-TZVPD.

The energy relative to the best compared isomer or geometry (same formula, charge and spin) is 115.05 kJ/mol. For the LUMO energy, the calculation gives 1.024 eV. Its frontier orbital gap is 10.0 eV.

Geometry (Å):
N1 0.047 1.175 -1.176
C1 0.118 -0.174 -1.439
C2 0.520 -0.595 0.724
C3 -0.377 -0.582 1.713
N2 0.249 -1.104 -0.563
H1 -0.637 1.698 -1.713
H2 0.189 1.574 -0.256
H3 -0.187 -0.428 -2.467
H4 1.563 -0.352 0.916
H5 -0.074 -0.359 2.729
H6 -1.411 -0.855 1.532

Entry 2:
Below is a cluster of 2 separate species, C3H6N2 in total, with properties calculated with wB97M-V/def2-TZVPD.

The energy relative to the best compared isomer or geometry (same formula, charge and spin) is 513.03 kJ/mol. For the LUMO energy (alpha / beta), the calculation gives -0.002 / -0.218 eV. Its frontier orbital gap (alpha / beta) is 7.6 / 8.6 eV.

Geometry (Å):
C1 1.063 0.476 -0.537
C2 -0.168 0.186 -1.108
C3 -0.943 -0.356 1.346
N1 2.097 -0.250 -0.502
N2 -1.112 0.078 -1.862
H1 0.778 1.487 -0.094
H2 -0.272 -1.123 0.893
H3 -0.400 0.256 1.959
H4 -2.025 -0.484 1.419
H5 2.940 0.047 -0.047
H6 -1.958 -0.317 -1.467

Entry 3:
Below is the molecule C3H6N2, with properties calculated with wB97M-V/def2-TZVPD.

The energy relative to the best compared isomer or geometry (same formula, charge and spin) is 285.05 kJ/mol. For the LUMO energy, the calculation gives 0.979 eV. Its frontier orbital gap is 8.6 eV.

Geometry (Å):
C1 -0.393 0.103 0.025
N1 -1.764 0.076 -0.187
C2 0.543 1.071 0.195
C3 0.532 -1.031 -0.018
N2 1.737 0.344 0.072
H1 -2.263 -0.653 0.302
H2 -2.223 0.972 -0.103
H3 2.014 0.238 -0.899
H4 0.502 2.087 0.558
H5 0.492 -1.718 -0.866
H6 0.823 -1.489 0.921

Entry 4:
Below is the molecule C3H6N2, with properties calculated with wB97M-V/def2-TZVPD.

The energy relative to the best compared isomer or geometry (same formula, charge and spin) is 148.62 kJ/mol. For the LUMO energy, the calculation gives 0.985 eV. Its frontier orbital gap is 9.5 eV.

Geometry (Å):
C1 -0.251 -0.970 0.123
C2 -0.779 0.122 -0.876
C3 0.695 1.110 0.556
H1 -1.162 -1.241 0.735
H2 0.074 -1.834 -0.416
H3 -1.885 0.208 -0.682
H4 -0.553 0.108 -1.969
H5 1.326 1.883 0.960
H6 1.929 -0.541 1.067
N1 -0.213 1.392 -0.319
N2 0.819 -0.238 0.822

Entry 5:
Below is the molecule C3H6N2, with properties calculated with wB97M-V/def2-TZVPD.

The energy relative to the best compared isomer or geometry (same formula, charge and spin) is 223.91 kJ/mol. For the LUMO energy, the calculation gives 1.063 eV. Its frontier orbital gap is 9.6 eV.

Geometry (Å):
C1 0.307 -0.123 0.730
N1 -0.390 0.473 -0.389
N2 0.851 0.959 1.524
C2 -0.797 -0.331 -1.380
C3 -1.093 -1.059 -2.286
H1 -1.074 1.163 -0.100
H2 1.510 1.498 0.972
H3 1.335 0.598 2.338
H4 1.064 -0.812 0.313
H5 -0.362 -0.709 1.385
H6 -1.351 -1.656 -3.106

Entry 6:
Below is the molecule C3H6N2, with properties calculated with wB97M-V/def2-TZVPD.

The energy relative to the best compared isomer or geometry (same formula, charge and spin) is 101.80 kJ/mol. For the LUMO energy, the calculation gives 0.871 eV. Its frontier orbital gap is 9.9 eV.

Geometry (Å):
C1 -1.323 0.082 -0.819
N1 -0.484 -0.195 0.303
C2 0.881 0.179 0.142
C3 1.722 -0.299 1.246
N2 2.386 -0.690 2.107
H1 -1.385 1.159 -1.054
H2 -2.334 -0.291 -0.649
H3 -0.909 -0.425 -1.705
H4 -0.841 -0.525 1.181
H5 1.259 -0.265 -0.794
H6 1.028 1.269 0.041

Entry 7:
Below is a cluster of 2 separate species, C3H6N2O in total, with properties calculated with wB97M-V/def2-TZVPD.

The energy relative to the best compared isomer or geometry (same formula, charge and spin) is 120.23 kJ/mol. For the LUMO energy (alpha / beta), the calculation gives 4.540 / 4.409 eV. The multiplicity is 2. Its expectation value of S² is 0.761. Its frontier orbital gap (alpha / beta) is 3.1 / 7.3 eV. Its charge is -1.

Geometry (Å):
C1 0.917 0.833 0.127
C2 -0.357 1.225 0.506
N1 -1.228 0.671 -0.460
C3 -0.386 -0.073 -1.351
N2 0.920 0.059 -0.981
H1 1.827 1.126 0.627
H2 -0.690 1.933 1.244
H3 -2.148 1.065 -0.582
H4 -0.766 -0.722 -2.118
H5 0.042 -1.330 1.119
H6 0.548 -2.767 1.097
O1 0.282 -2.069 1.704

Entry 8:
Below is the molecule C3H6N2O, with properties calculated with wB97M-V/def2-TZVPD.

The energy relative to the best compared isomer or geometry (same formula, charge and spin) is 573.12 kJ/mol. For the LUMO energy, the calculation gives -0.036 eV. Its frontier orbital gap is 8.0 eV.

Geometry (Å):
C1 -1.408 0.306 -0.630
C2 -0.103 -0.425 -0.784
C3 0.858 0.008 0.291
N1 2.055 -0.775 0.036
N2 -1.911 0.509 0.527
O1 2.995 -0.155 -0.488
H1 -0.580 -1.433 -0.617
H2 0.326 -0.425 -1.815
H3 1.256 1.054 0.351
H4 0.668 -0.269 1.301
H5 -1.418 0.503 1.415
H6 -2.737 1.103 0.414